This record from the OMol25 dataset describes a molecular structure, C43H37Br6N7O12 in a non-equilibrium geometry. The level of theory is ωB97M-V/def2-TZVPD.

Each line ends with the Löwdin charge.
Positions of all 105 atoms, in Å:
Br  0.483  5.927  0.971  0.687
Br  -1.549  -4.592  -1.714  0.769
Br  -0.974  -5.037  1.468  0.787
Br  2.135  4.913  3.628  0.687
Br  0.969  -3.000  -0.099  1.082
Br  -0.001  2.999  2.318  1.148
O  -4.777  2.039  -2.344  0.067
O  3.608  -2.367  -1.146  0.018
O  2.468  -2.170  5.399  0.100
O  4.521  -1.560  5.788  0.024
O  4.850  2.718  -3.608  0.119
O  0.173  0.004  2.981  -0.169
O  0.536  -0.690  5.004  0.062
O  -5.127  -3.363  -2.455  0.060
O  -4.617  -5.177  -1.349  0.004
O  1.592  -1.331  -1.403  -0.349
O  -3.460  0.374  -1.683  0.002
O  3.888  2.488  -1.723  0.055
N  -0.216  -1.016  -0.657  -0.007
N  3.960  2.297  -2.957  -0.349
N  -3.671  1.641  -1.879  -0.222
N  -4.594  -3.943  -1.485  -0.353
N  2.532  -2.043  -1.773  -0.328
N  3.382  -1.427  5.214  -0.308
N  -0.124  -0.047  4.171  -0.204
C  -2.722  -3.270  1.859  -0.283
C  0.927  -3.599  -4.860  -0.106
C  1.087  -2.885  -3.715  -0.032
C  0.937  0.290  -5.002  -0.021
C  1.119  0.031  -3.657  -0.083
C  0.633  -0.010  -1.140  -0.303
C  -3.201  0.700  6.072  -0.064
C  -1.321  2.153  -1.219  0.017
C  2.589  1.661  2.366  -0.124
C  3.377  -3.520  -3.599  0.007
C  -2.518  2.534  -1.734  -0.156
C  -0.831  -3.792  -0.080  -1.270
C  -2.686  -1.892  1.869  -0.135
C  2.894  1.634  -3.688  -0.091
C  -3.292  -1.102  0.868  -0.073
C  -4.010  -3.216  -0.287  -0.125
C  3.190  -4.178  -4.821  -0.045
C  -0.364  4.352  -1.822  -0.057
C  3.746  1.778  3.158  -0.025
C  1.299  4.480  1.964  -1.390
C  -0.968  -0.717  0.477  -0.127
C  -0.909  0.491  1.248  -0.091
C  -3.933  -1.800  -0.203  0.018
C  1.752  1.150  -5.725  -0.044
C  -3.454  -3.945  0.851  -0.103
C  -3.739  1.811  5.379  -0.045
C  2.116  0.665  -2.980  0.000
C  -0.230  3.072  -1.102  -0.049
C  -3.039  2.323  4.312  -0.048
C  -1.670  4.715  -2.206  -0.059
C  1.947  -4.251  -5.414  -0.083
C  4.000  0.740  4.164  0.028
C  2.367  -2.766  -3.040  -0.113
C  -2.742  3.798  -2.158  -0.003
C  2.010  -0.360  3.466  -0.026
C  0.007  1.393  0.708  -0.323
C  -1.876  1.659  3.952  -0.122
C  -1.393  0.598  4.649  -0.103
C  3.173  -0.355  4.239  -0.116
C  1.785  0.577  2.466  -0.151
C  2.723  1.848  -5.033  -0.001
C  -2.090  0.047  5.708  -0.008
C  0.788  1.152  -0.455  -0.120
H  2.339  2.431  1.651  0.046
H  0.771  2.686  -0.985  0.034
H  1.125  -0.152  -2.090  -0.008
H  -2.112  -1.511  2.700  0.119
H  3.313  2.538  -5.618  0.124
H  0.437  5.040  -2.044  0.089
H  1.528  1.319  -6.768  0.113
H  2.078  4.079  1.316  -0.018
H  -1.575  -1.559  0.774  0.011
H  -1.317  -2.867  0.230  -0.063
H  -1.489  0.596  2.152  0.088
H  2.289  0.493  -1.928  0.117
H  -0.036  -3.666  -5.344  0.123
H  0.117  -0.101  -5.585  0.118
H  -3.256  -0.033  0.716  0.108
H  0.993  0.408  1.752  0.081
H  0.161  -2.466  -3.349  0.092
H  -1.458  2.176  3.101  -0.074
H  4.315  -3.543  -3.064  0.120
H  -1.798  5.730  -2.551  0.101
H  -3.748  4.112  -2.393  0.120
H  -4.733  2.218  5.484  0.110
H  0.067  2.408  1.073  -0.270
H  -4.310  -1.157  -0.984  0.083
H  4.975  0.657  4.621  0.111
H  -1.682  -0.821  6.205  0.131
H  -2.252  -3.764  2.697  0.035
H  4.102  -4.537  -5.274  0.109
H  1.759  -4.816  -6.315  0.117
H  0.442  -0.626  -3.131  0.108
H  -3.850  0.314  6.844  0.112
H  4.303  2.702  3.213  0.080
H  -1.209  1.104  -0.989  0.090
H  -3.305  -5.012  0.939  0.054
H  1.427  1.943  -0.819  0.086
H  -3.289  3.297  3.916  0.119
H  1.410  -1.249  3.344  0.149

Computed properties:
- Kohn-Sham gap: 6.47 eV
- M: 1323.2 g/mol
- E: -18389.18471 Ha
- Charge: 0
- LUMO level: -1.48 eV
- HOMO: -7.95 eV
- Largest force on an atom: 0.3208 Eh/bohr

This record from the OMol25 dataset describes a molecular structure, C23H21N9PRe. The level of theory is ωB97M-V/def2-TZVPD.

Each line ends with the Löwdin charge.
Positions of all 55 atoms, in Å:
Re  0.150  0.952  1.089  1.371
P  -1.685  2.205  0.104  1.021
N  3.981  0.431  2.733  0.093
N  1.272  0.811  -0.448  -0.183
N  1.979  0.799  3.507  -0.046
N  0.805  0.961  -1.769  -0.010
N  1.887  0.745  2.125  -0.173
N  3.502  0.434  0.408  0.185
N  3.178  0.610  3.829  -0.021
N  1.765  0.813  -2.543  0.011
N  2.954  0.594  -1.870  0.098
C  -1.577  3.555  -4.242  -0.043
C  -2.588  2.266  -2.499  -0.068
C  -0.676  4.084  -3.329  -0.025
C  3.157  0.531  1.735  -0.446
C  -2.636  -0.245  0.715  -0.298
C  -1.167  -0.588  0.712  -0.248
C  2.628  0.594  -0.618  -0.409
C  -0.707  3.719  -1.990  -0.288
C  0.296  4.311  -1.039  -0.045
C  -2.015  3.575  1.226  -0.304
C  -1.685  2.804  -1.582  -0.328
C  -2.750  4.695  0.868  -0.060
C  -4.380  1.408  0.394  -0.059
C  -2.537  2.645  -3.830  -0.056
C  -4.942  -0.841  1.025  -0.041
C  -3.602  -1.193  1.039  -0.020
C  -1.745  4.439  3.456  -0.010
C  -5.335  0.456  0.704  -0.049
C  -3.034  1.048  0.388  -0.317
C  -1.507  3.445  2.522  -0.255
C  -2.989  5.688  1.811  -0.042
C  -0.619  2.278  2.860  -0.137
C  -2.491  5.556  3.098  -0.038
H  -0.832  -0.964  -0.263  0.090
H  -3.307  -2.199  1.302  0.123
H  4.473  0.286  0.174  0.171
H  0.625  3.601  -0.271  0.039
H  -0.915  -1.363  1.453  0.091
H  -3.556  6.565  1.537  0.117
H  -1.080  1.279  2.631  0.077
H  -2.672  6.332  3.828  0.118
H  -0.335  2.190  3.909  0.116
H  -3.121  4.798  -0.144  0.120
H  0.404  2.432  2.427  0.069
H  -6.381  0.722  0.710  0.115
H  -3.237  2.227  -4.539  0.113
H  -5.689  -1.581  1.275  0.117
H  -3.328  1.546  -2.178  0.103
H  -0.112  5.175  -0.511  0.090
H  1.187  4.634  -1.574  0.091
H  0.077  4.784  -3.664  0.122
H  -4.676  2.424  0.165  0.117
H  -1.347  4.351  4.458  0.126
H  -1.521  3.852  -5.279  0.115

Computed properties:
- Kohn-Sham gap (spin up / spin down): 6.37 / 6.76 eV
- M: 640.7 g/mol
- E: -1801.15860 Ha
- ⟨S²⟩: 0.79
- Charge: +1
- LUMO level (spin up / spin down): -5.77 / -5.42 eV
- HOMO (spin up / spin down): -12.13 / -12.18 eV
- Largest force on an atom: 0.0150 Eh/bohr
- Multiplicity: 2

This record from the OMol25 dataset describes a molecular structure, C10H23Br10ClGaO in a non-equilibrium geometry. The level of theory is ωB97M-V/def2-TZVPD.

Each line ends with the Löwdin charge.
Positions of all 46 atoms, in Å:
Br  -6.049  0.295  -3.407  0.585
Br  -2.463  -0.362  -4.004  0.585
Br  2.201  5.055  5.143  0.630
Br  1.528  1.579  4.121  0.692
Br  6.878  0.244  -0.919  0.613
Br  5.746  -0.410  2.528  0.669
Br  2.986  1.463  -0.312  0.592
Br  -4.928  -4.952  -3.203  0.656
Br  -7.617  -3.410  -5.202  0.635
Br  3.668  4.953  0.689  0.592
Ga  -0.967  2.405  -0.402  -0.026
Cl  -2.571  0.917  0.267  -0.071
O  -1.636  4.199  -0.365  -0.420
C  2.463  2.254  5.690  -0.686
C  -3.662  -1.118  -2.669  -0.701
C  3.929  2.151  1.244  -0.753
C  -6.585  -5.729  -3.868  -0.690
C  5.742  -1.585  0.973  -0.665
C  6.979  -1.390  0.136  -0.696
C  -6.914  -5.226  -5.251  -0.694
C  1.802  3.493  6.236  -0.694
C  3.262  3.390  1.783  -0.754
C  -5.038  -1.363  -3.234  -0.766
H  4.963  2.313  0.948  0.025
H  7.887  -1.328  0.731  0.046
H  -5.623  -1.984  -2.557  0.026
H  -7.705  -5.828  -5.697  0.054
H  0.264  2.376  0.619  -0.130
H  -0.544  2.145  -1.940  -0.098
H  3.886  1.346  1.974  -0.053
H  5.708  -2.596  1.379  0.056
H  3.497  2.419  5.397  0.049
H  -5.019  -1.824  -4.218  0.007
H  2.189  3.728  7.227  0.052
H  -3.202  -2.061  -2.372  0.048
H  -3.657  -0.435  -1.821  -0.017
H  -6.053  -5.215  -5.913  0.051
H  4.822  -1.384  0.428  0.047
H  3.646  3.631  2.774  0.011
H  0.719  3.409  6.283  0.051
H  2.179  3.307  1.825  -0.004
H  -7.358  -5.501  -3.139  0.051
H  -2.447  4.183  0.151  -0.065
H  2.421  1.445  6.420  0.053
H  7.079  -2.195  -0.591  0.055
H  -6.410  -6.805  -3.884  0.054

Computed properties:
- Kohn-Sham gap: 6.65 eV
- M: 1063.5 g/mol
- E: -28595.29322 Ha
- Charge: -1
- LUMO level: 1.84 eV
- HOMO: -4.81 eV
- Largest force on an atom: 0.0267 Eh/bohr